1.
DFT (the ωB97M-V functional and the def2-TZVPD basis) results for one molecule with the formula C2H5NS2 at a distorted geometry.

Calculated values
- Energy relative to the best compared isomer or geometry (same formula, charge and spin): 8.0 kcal per mole
- Net charge: 0
- Multiplicity: 1
- LUMO level: 0.5 eV
- SMILES: NC(=S)CS
- HOMO energy: -8.53 eV

Last column: Löwdin charge in e.
CARTESIAN COORDINATES (ANGSTROEM)
C (0.757, 0.185, 0.321)  -0.9375
C (-0.708, 0.599, 0.232)  -0.5877
H (2.074, -1.348, 0.165)  0.1000
H (0.488, -1.609, -0.487)  0.0509
H (-0.918, 0.647, 1.327)  0.0817
H (-0.747, 1.638, -0.236)  0.0883
H (-1.946, 0.193, -1.705)  -0.1317
N (1.071, -1.143, 0.182)  0.0561
S (1.889, 1.344, 0.744)  0.5942
S (-1.960, -0.507, -0.543)  0.6857


2.
DFT (the ωB97M-V functional and the def2-TZVPD basis) results for one molecule with the formula C2H5NS2 at a distorted geometry.

Calculated values
- Energy relative to the best compared isomer or geometry (same formula, charge and spin): 88.5 kcal per mole
- Net charge: 0
- Multiplicity: 1
- LUMO level: -0.3 eV
- SMILES: CC(=S)NS
- HOMO energy: -8.86 eV

Last column: Löwdin charge in e.
CARTESIAN COORDINATES (ANGSTROEM)
C (0.311, -0.785, 1.075)  -0.1177
C (-0.730, 0.139, 0.429)  -0.7804
H (-0.129, -0.921, 2.152)  0.1068
H (1.198, -0.527, 0.860)  -0.0255
H (0.206, -1.571, 0.203)  0.1100
H (-1.056, 1.384, -0.907)  -0.0582
H (2.042, 0.469, -2.204)  -0.0364
N (-0.242, 0.958, -0.765)  -0.3724
S (-2.088, 0.710, 1.374)  0.5629
S (0.487, 0.143, -2.218)  0.6109


3.
DFT (the ωB97M-V functional and the def2-TZVPD basis) results for one molecule with the formula C2H5NS2 at a distorted geometry.

Calculated values
- Energy relative to the best compared isomer or geometry (same formula, charge and spin): 51.1 kcal per mole
- Net charge: 0
- Multiplicity: 3
- LUMO level (alpha / beta): 0.8 / -3.0 eV
- HOMO energy (alpha / beta): -5.66 / -9.26 eV

Last column: Löwdin charge in e.
CARTESIAN COORDINATES (ANGSTROEM)
C (1.040, 0.218, -0.249)  -0.6834
C (-1.114, -0.663, 0.106)  -0.6438
N (0.216, -0.419, 0.456)  -0.1234
S (2.659, 0.396, 0.366)  0.8662
S (-2.211, 0.826, -0.024)  0.6137
H (1.021, 0.543, -1.244)  0.0403
H (-1.227, -1.218, -0.918)  0.1129
H (-1.599, -1.417, 0.859)  0.0986
H (3.229, 0.629, -0.722)  -0.1893
H (-2.015, 1.106, 1.370)  -0.0919


4.
DFT (the ωB97M-V functional and the def2-TZVPD basis) results for a 2-piece molecular cluster, C2H5NSi overall at a distorted geometry.

Calculated values
- Energy relative to the best compared isomer or geometry (same formula, charge and spin): 123.9 kcal per mole
- Net charge: 0
- Multiplicity: 1
- LUMO level: -1.2 eV
- HOMO energy: -10.31 eV

Last column: Löwdin charge in e.
CARTESIAN COORDINATES (ANGSTROEM)
C (-1.097, -1.643, 1.544)  -0.0267
C (-0.393, -0.808, 1.093)  -0.0555
N (1.144, 0.204, 0.029)  -0.0867
Si (0.166, 1.106, -0.988)  0.4226
H (-1.623, -2.436, 1.981)  0.0034
H (1.862, -0.443, 0.214)  -0.0017
H (-0.855, 1.849, -0.217)  -0.0621
H (-0.456, 0.368, -1.953)  -0.1230
H (1.254, 1.803, -1.702)  -0.0704


5.
DFT (the ωB97M-V functional and the def2-TZVPD basis) results for a 2-piece molecular cluster, C2H5O2 overall at a distorted geometry.

Calculated values
- Energy relative to the best compared isomer or geometry (same formula, charge and spin): 31.3 kcal per mole
- Net charge: -1
- Multiplicity: 1
- LUMO level: 4.7 eV
- HOMO energy: -2.20 eV

Last column: Löwdin charge in e.
CARTESIAN COORDINATES (ANGSTROEM)
O (-0.927, -1.161, 2.205)  -0.1004
H (-1.104, -0.239, 2.163)  -0.0046
O (-0.404, -0.957, -0.433)  -0.2110
C (0.008, -0.032, -1.184)  -0.5585
C (0.789, 1.066, -0.784)  -0.1303
H (-0.131, -0.171, -2.284)  0.0603
H (1.221, 0.873, 0.191)  -0.0118
H (0.818, 1.956, -1.392)  -0.0373
H (-0.272, -1.335, 1.517)  -0.0064


6.
DFT (the ωB97M-V functional and the def2-TZVPD basis) results for one molecule with the formula C2H5O2P at a distorted geometry.

Calculated values
- Energy relative to the best compared isomer or geometry (same formula, charge and spin): 41.4 kcal per mole
- Net charge: 0
- Multiplicity: 1
- LUMO level: 0.3 eV
- SMILES: COPC=O
- HOMO energy: -9.06 eV

Last column: Löwdin charge in e.
CARTESIAN COORDINATES (ANGSTROEM)
C (2.077, -0.336, -0.357)  -0.4416
C (-1.736, -0.049, -0.022)  -0.1860
O (3.227, -0.503, -0.165)  0.0056
O (-0.400, 0.209, -0.280)  -0.5566
P (0.693, -0.003, 0.924)  0.9080
H (-1.725, -1.133, -0.054)  0.0893
H (-2.357, 0.397, -0.777)  0.0872
H (-2.049, 0.361, 0.845)  0.0340
H (0.622, 1.476, 1.250)  -0.0154
H (1.648, -0.419, -1.363)  0.0756


7.
DFT (the ωB97M-V functional and the def2-TZVPD basis) results for C2H5O2S as an isolated structure at a distorted geometry.

Calculated values
- Energy relative to the best compared isomer or geometry (same formula, charge and spin): 19.9 kcal per mole
- Net charge: -1
- Multiplicity: 1
- LUMO level: 4.1 eV
- HOMO energy: -3.32 eV

Last column: Löwdin charge in e.
CARTESIAN COORDINATES (ANGSTROEM)
C (0.157, -1.567, 0.365)  -0.6078
S (-1.702, -1.329, 0.294)  0.2147
H (0.439, -1.309, 1.379)  -0.0078
H (0.748, -1.101, -0.431)  -0.0007
H (0.387, -2.615, 0.156)  -0.0201
O (0.609, 2.845, 0.331)  -0.0056
C (0.309, 1.897, -0.360)  -0.5021
O (-0.883, 1.363, -0.377)  -0.0892
H (0.996, 1.533, -1.143)  0.1149
H (-1.060, 0.285, -0.214)  -0.0962


8.
DFT (the ωB97M-V functional and the def2-TZVPD basis) results for a 2-piece molecular cluster, C2H5O2S overall at a distorted geometry.

Calculated values
- Energy relative to the best compared isomer or geometry (same formula, charge and spin): 18.2 kcal per mole
- Net charge: -1
- Multiplicity: 1
- LUMO level: 3.2 eV
- HOMO energy: -3.96 eV

Last column: Löwdin charge in e.
CARTESIAN COORDINATES (ANGSTROEM)
C (0.413, -1.534, -0.377)  -0.4767
S (0.667, -0.396, -1.808)  0.5883
H (-0.279, -1.038, 0.299)  -0.0013
H (-0.039, -2.479, -0.683)  0.0155
H (1.321, -1.673, 0.197)  0.0148
O (-0.908, 2.009, 2.540)  -0.1628
C (-0.676, 2.102, 1.306)  -0.6685
O (-0.068, 1.249, 0.616)  -0.1863
H (-1.038, 3.013, 0.764)  0.0816
H (0.607, -1.254, -2.854)  -0.2047


9.
DFT (the ωB97M-V functional and the def2-TZVPD basis) results for a 2-piece molecular cluster, C2H5O2Si overall at a distorted geometry.

Calculated values
- Energy relative to the best compared isomer or geometry (same formula, charge and spin): 41.0 kcal per mole
- Net charge: -1
- Multiplicity: 1
- LUMO level: 2.6 eV
- HOMO energy: -4.05 eV

Last column: Löwdin charge in e.
CARTESIAN COORDINATES (ANGSTROEM)
C (2.236, 0.944, -0.514)  -0.7207
C (-1.212, -1.025, 0.288)  -0.4477
O (1.165, 0.512, -0.905)  -0.1218
O (2.991, 0.481, 0.360)  -0.1436
Si (-2.766, -0.222, -0.338)  0.5745
H (-1.005, -2.055, 0.183)  -0.0158
H (-0.249, -0.649, -0.081)  -0.0048
H (-1.046, -0.772, 1.306)  -0.0118
H (2.710, 1.823, -0.989)  0.0760
H (-2.823, 0.963, 0.690)  -0.1843


10.
DFT (the ωB97M-V functional and the def2-TZVPD basis) results for a 2-piece molecular cluster, C2H5O3 overall at a distorted geometry.

Calculated values
- Energy relative to the best compared isomer or geometry (same formula, charge and spin): 39.1 kcal per mole
- Net charge: 0
- Multiplicity: 2
- LUMO level (alpha / beta): 0.5 / -1.6 eV
- HOMO energy (alpha / beta): -9.69 / -10.31 eV

Last column: Löwdin charge in e.
CARTESIAN COORDINATES (ANGSTROEM)
O (-1.837, 0.223, 0.122)  -0.0673
H (-2.394, 1.017, 0.023)  0.0724
H (0.361, 1.298, -0.072)  0.1187
C (1.097, 0.499, -0.249)  -0.1280
C (0.649, -0.806, 0.458)  -0.3948
O (1.406, -1.692, 0.860)  0.1163
O (0.646, -0.471, -1.059)  -0.0219
H (2.163, 0.661, -0.216)  0.1203
H (-0.339, -0.571, 0.896)  0.1229
H (-1.751, -0.156, -0.763)  0.0615


11.
DFT (the ωB97M-V functional and the def2-TZVPD basis) results for a 2-piece molecular cluster, C2H5O3S overall at a distorted geometry.

Calculated values
- Energy relative to the best compared isomer or geometry (same formula, charge and spin): 66.1 kcal per mole
- Net charge: -1
- Multiplicity: 1
- LUMO level (alpha / beta): 3.7 / 2.9 eV
- HOMO energy (alpha / beta): -4.73 / -1.42 eV

Last column: Löwdin charge in e.
CARTESIAN COORDINATES (ANGSTROEM)
C (-1.013, 0.918, -0.019)  -0.1508
C (-1.568, -1.383, 0.124)  -0.0089
O (3.453, -1.017, -0.457)  -0.6944
O (2.883, 1.360, -0.064)  -0.6883
O (-1.957, -0.050, 0.361)  -0.2582
S (2.576, -0.054, 0.250)  0.4817
H (-0.723, 0.798, -1.072)  0.0860
H (-0.100, 0.860, 0.590)  0.0467
H (-1.475, 1.901, 0.114)  0.0817
H (-1.013, -1.504, -0.807)  0.0491
H (-1.062, -1.831, 0.981)  0.0554


12.
DFT (the ωB97M-V functional and the def2-TZVPD basis) results for an isolated ion of composition C2H5O4S and charge -1 at a distorted geometry.

Calculated values
- Energy relative to the best compared isomer or geometry (same formula, charge and spin): 39.6 kcal per mole
- Net charge: -1
- Multiplicity: 1
- LUMO level: 3.9 eV
- HOMO energy: -3.69 eV

Last column: Löwdin charge in e.
CARTESIAN COORDINATES (ANGSTROEM)
C (1.826, -0.571, 0.215)  -0.1917
C (-0.328, 0.252, -0.483)  -0.4714
O (-2.606, 1.035, 0.388)  -0.5626
O (-2.395, -1.442, 0.328)  -0.5541
O (-0.206, 1.458, 0.111)  -0.0947
O (0.466, -0.840, 0.258)  -0.2062
S (-2.254, -0.189, -0.435)  0.7083
H (2.318, -1.324, 0.839)  0.0752
H (2.055, 0.433, 0.610)  0.0766
H (2.223, -0.640, -0.816)  0.0752
H (0.047, 0.244, -1.517)  0.1053
H (-1.145, 1.584, 0.502)  0.0403


13.
DFT (the ωB97M-V functional and the def2-TZVPD basis) results for one molecule with the formula C2H5OP at a distorted geometry.

Calculated values
- Energy relative to the best compared isomer or geometry (same formula, charge and spin): 118.6 kcal per mole
- Net charge: 0
- Multiplicity: 1
- LUMO level: 0.7 eV
- HOMO energy: -7.28 eV

Last column: Löwdin charge in e.
CARTESIAN COORDINATES (ANGSTROEM)
C (2.650, -0.542, -0.066)  -0.1715
C (-1.199, -0.072, -0.629)  -0.3335
O (1.870, 0.274, -0.520)  -0.3762
P (0.051, 0.604, 0.151)  0.8857
H (2.304, -1.196, 0.972)  0.0075
H (-1.660, 0.624, -1.307)  -0.0140
H (-1.365, -1.137, -0.865)  0.0161
H (0.652, 0.273, 1.326)  -0.0307
H (-0.114, 1.998, -0.045)  0.0167


14.
DFT (the ωB97M-V functional and the def2-TZVPD basis) results for a 2-piece molecular cluster, C2H5OP overall at a distorted geometry.

Calculated values
- Energy relative to the best compared isomer or geometry (same formula, charge and spin): 64.7 kcal per mole
- Net charge: 0
- Multiplicity: 1
- LUMO level: -0.4 eV
- HOMO energy: -9.73 eV

Last column: Löwdin charge in e.
CARTESIAN COORDINATES (ANGSTROEM)
C (-0.520, 0.631, 0.591)  -0.2562
C (-0.460, -0.804, -0.036)  -0.2715
O (2.257, 0.081, 0.310)  -0.4230
P (0.945, 0.287, -0.372)  0.6591
H (-1.332, 1.215, 0.376)  0.0340
H (-0.118, 0.489, 1.644)  0.1079
H (-0.482, -1.560, 0.629)  0.0408
H (-1.004, -0.822, -0.845)  -0.0086
H (0.714, 0.484, -2.298)  0.1175


15.
DFT (the ωB97M-V functional and the def2-TZVPD basis) results for a 2-piece molecular cluster, C2H5OPS overall at a distorted geometry.

Calculated values
- Energy relative to the best compared isomer or geometry (same formula, charge and spin): 62.8 kcal per mole
- Net charge: 0
- Multiplicity: 1
- LUMO level (alpha / beta): -0.1 / -0.5 eV
- HOMO energy (alpha / beta): -7.62 / -8.24 eV

Last column: Löwdin charge in e.
CARTESIAN COORDINATES (ANGSTROEM)
C (-2.793, -0.648, -0.296)  -0.1416
C (1.245, -0.060, -0.060)  -0.5128
O (-3.486, -0.228, 0.570)  -0.0014
P (-0.102, 0.651, -1.108)  0.4487
S (-0.662, 2.232, 0.174)  0.2632
H (-3.038, -1.459, -1.048)  0.0663
H (2.206, 0.635, -0.198)  0.0646
H (1.629, -1.062, -0.368)  0.0191
H (0.897, -0.099, 1.002)  0.0145
H (-1.980, 2.131, -0.084)  -0.2205


16.
DFT (the ωB97M-V functional and the def2-TZVPD basis) results for a 2-piece molecular cluster, C2H5OS overall at a distorted geometry.

Calculated values
- Energy relative to the best compared isomer or geometry (same formula, charge and spin): 4.3 kcal per mole
- Net charge: -1
- Multiplicity: 1
- LUMO level: 3.9 eV
- HOMO energy: -2.67 eV

Last column: Löwdin charge in e.
CARTESIAN COORDINATES (ANGSTROEM)
S (-2.726, -0.366, -0.804)  -0.3150
H (-2.706, -0.340, -2.142)  -0.5016
O (2.361, 0.950, 0.060)  -0.0031
C (1.166, 0.815, 0.178)  -0.3315
C (0.471, -0.436, 0.593)  -0.1197
H (0.498, 1.649, -0.122)  0.1111
H (1.090, -0.968, 1.327)  0.0704
H (-0.432, -0.197, 1.144)  0.0340
H (0.278, -1.107, -0.234)  0.0554


17.
DFT (the ωB97M-V functional and the def2-TZVPD basis) results for a 2-piece molecular cluster, C2H5OS overall.

Calculated values
- Energy relative to the best compared isomer or geometry (same formula, charge and spin): 1.6 kcal per mole
- Net charge: -1
- Multiplicity: 1
- LUMO level: 4.0 eV
- HOMO energy: -2.70 eV

Last column: Löwdin charge in e.
CARTESIAN COORDINATES (ANGSTROEM)
S (2.386, -0.610, -0.057)  -0.3242
H (3.190, 0.177, -0.772)  -0.5063
O (-2.654, 0.645, 0.802)  -0.0033
C (-1.597, 0.189, 0.440)  -0.3383
C (-0.994, 0.429, -0.890)  -0.1052
H (-1.036, -0.449, 1.146)  0.1121
H (-1.652, 1.070, -1.487)  0.0716
H (-0.858, -0.504, -1.423)  0.0684
H (-0.017, 0.902, -0.807)  0.0252


18.
DFT (the ωB97M-V functional and the def2-TZVPD basis) results for C2H5PS as an isolated structure at a distorted geometry.

Calculated values
- Energy relative to the best compared isomer or geometry (same formula, charge and spin): 49.8 kcal per mole
- Net charge: 0
- Multiplicity: 1
- LUMO level: -0.1 eV
- HOMO energy: -8.40 eV

Last column: Löwdin charge in e.
CARTESIAN COORDINATES (ANGSTROEM)
C (0.357, -0.549, -1.185)  -0.4530
C (0.215, 0.531, -0.211)  -0.7209
P (-1.601, 0.105, 1.406)  0.7095
S (1.686, -0.343, 0.081)  0.7531
H (-0.145, -1.428, -1.198)  0.0239
H (0.703, -0.418, -2.182)  0.0553
H (0.211, 1.575, -0.535)  0.0505
H (-1.023, 1.130, 2.146)  -0.2113
H (-0.402, -0.604, 1.679)  -0.2070


19.
DFT (the ωB97M-V functional and the def2-TZVPD basis) results for one molecule with the formula C2H5PSi at a distorted geometry.

Calculated values
- Energy relative to the best compared isomer or geometry (same formula, charge and spin): 74.4 kcal per mole
- Net charge: 0
- Multiplicity: 1
- LUMO level (alpha / beta): -1.3 / -1.3 eV
- HOMO energy (alpha / beta): -7.53 / -7.53 eV

Last column: Löwdin charge in e.
CARTESIAN COORDINATES (ANGSTROEM)
C (0.945, 1.034, -1.321)  -0.4017
C (0.256, 0.457, 0.123)  -0.7885
Si (-0.203, -1.077, 1.117)  0.8304
P (-0.647, 0.315, -1.485)  0.6806
H (1.715, 0.238, -1.590)  -0.0123
H (0.128, 1.333, 0.864)  0.0552
H (-0.418, -1.110, 2.528)  -0.1166
H (-0.309, -2.501, 0.958)  -0.1172
H (-1.467, 1.311, -1.193)  -0.1298


20.
DFT (the ωB97M-V functional and the def2-TZVPD basis) results for a 2-piece molecular cluster, C2H5S overall at a distorted geometry.

Calculated values
- Energy relative to the best compared isomer or geometry (same formula, charge and spin): 17.2 kcal per mole
- Net charge: -1
- Multiplicity: 1
- LUMO level: 4.0 eV
- HOMO energy: -2.47 eV

Last column: Löwdin charge in e.
CARTESIAN COORDINATES (ANGSTROEM)
S (-3.120, 1.098, 0.351)  -0.3960
H (-1.842, 1.603, 0.277)  -0.4772
C (0.475, 0.066, -0.272)  -0.0966
C (1.191, -1.012, 0.027)  -0.1042
H (-0.619, 0.009, -0.277)  -0.0289
H (0.884, 1.062, -0.378)  0.0428
H (2.259, -0.827, 0.143)  0.0266
H (0.773, -2.000, 0.130)  0.0336